1.
Formula: C2H7N4O
Source: the OMol25 dataset
Level of theory: ωB97M-V/def2-TZVPD

Structure (XYZ):
```
14
Properties=species:S:1:pos:R:3:forces:R:3
C 0.314980 -1.200471 -0.108375 0.1591 4.6462 -3.4496
C -0.949906 -0.235641 -0.216457 -0.2814 -1.7752 3.0530
N -0.856004 0.535512 -1.352901 -2.2618 1.5803 -1.4657
N 0.108263 0.709654 -1.966228 2.8005 -1.3901 0.6412
N 1.396065 -0.442271 -0.878578 -2.1355 -1.2656 -0.2075
N -0.930020 0.787873 0.923347 1.9079 -0.8905 0.8345
O 1.935032 0.478741 -0.011784 -1.8955 0.8109 0.8538
H 0.496230 -1.208811 0.907321 0.9576 -1.0414 1.9772
H 0.103981 -2.029925 -0.706597 -0.2673 -1.7507 -0.1737
H -1.915569 -0.672196 -0.005241 -0.2634 -0.6864 -1.0263
H -1.660422 1.492622 0.758055 0.4324 0.0494 0.4304
H 0.053896 1.118738 0.850106 -0.4886 0.9094 0.2509
H -0.951743 0.325340 1.884363 -0.5929 0.7455 -1.5018
H 2.855216 0.340834 -0.077031 1.9291 0.0581 -0.2165
```
Positions in Å, forces in eV/Å.

Values from the calculation:
HOMO (spin up / spin down)   -0.48195 / -0.48212 hartree
E_LUMO (spin up / spin down)   -4.4 / -4.4 eV
Charge   +1
Kohn-Sham gap (spin up / spin down)   8.718 / 8.725 eV
2S+1   1

=====

2.
Formula: C2H7N4O
Source: the OMol25 dataset
Level of theory: ωB97M-V/def2-TZVPD

Structure (XYZ):
```
14
Properties=species:S:1:pos:R:3:forces:R:3
H 1.805151 -2.260999 -1.036236 -0.0112 -1.4892 0.2779
N 1.806692 -1.307275 -1.288064 0.5920 0.9323 -0.2832
C 1.169157 -0.566121 -0.530187 -0.5664 -0.0402 -0.4103
C 0.917158 0.873932 -0.773962 -0.8421 -1.5157 -0.4856
O 0.328548 1.337288 0.384194 -1.1722 1.8324 0.5937
N -0.428716 0.310613 0.922547 3.0776 -0.4123 2.7523
N -1.746497 0.395400 0.642001 -1.5636 0.1089 -2.8025
N 0.328458 -0.905617 0.572126 -0.3426 -0.7874 1.4350
H 1.761809 1.415666 -0.850566 3.0889 1.6858 -0.5339
H 0.349557 0.988654 -1.661626 -0.9467 0.3292 -0.8476
H -0.209119 0.501128 1.964286 -1.2682 -0.5865 -1.5813
H -2.268565 -0.191349 1.296604 -0.1016 0.0329 -0.7253
H -1.955831 0.319822 -0.454926 0.5170 -0.1820 3.4167
H 0.845446 -1.199628 1.425642 -0.4609 0.0919 -0.8058
```
Positions in Å, forces in eV/Å.

Values from the calculation:
HOMO   -0.55428 hartree
Structure (SMILES)   [H]/N=C1/CO[N@@H+](N)N1
E_LUMO   -4.1 eV
Charge   +1
Kohn-Sham gap   10.987 eV
2S+1   1

=====

3.
Formula: C2H7N4S
Source: the OMol25 dataset
Level of theory: ωB97M-V/def2-TZVPD

Structure (XYZ):
```
14
Properties=species:S:1:pos:R:3:forces:R:3
N 2.181001 -1.903968 -0.705936 2.5544 0.8814 0.6573
N 1.012189 -1.541318 -1.149396 -1.0573 1.2270 0.5490
N 0.537293 -0.412826 -0.784543 3.7749 -3.2490 -1.4511
C -0.324487 0.372038 -0.354025 -2.9467 0.1563 3.3275
N -0.753927 1.494040 -0.881151 -0.6224 0.0315 0.7374
C -0.816534 0.149338 1.335338 2.2948 -0.0448 -2.6790
S -1.899511 1.499341 1.725284 0.7084 0.3806 1.3334
H 2.852490 -1.322781 -0.163984 -1.4829 0.4907 -0.0609
H 2.830588 -2.572045 -1.153513 -1.9693 -0.2258 -0.5926
H -1.498886 1.992988 -0.310960 1.5031 -0.3105 -0.9887
H -0.328298 1.850801 -1.710719 -0.1566 0.3433 -0.5028
H 0.289484 0.239083 1.628121 -2.0543 -0.0217 0.7694
H -1.290957 -0.829533 1.591924 0.7868 0.6999 -0.6709
H -2.790443 0.984841 0.933559 -1.3329 -0.3589 -0.4281
```
Positions in Å, forces in eV/Å.

Values from the calculation:
HOMO   -0.49710 hartree
Structure (SMILES)   N/N=N/C(=[NH2+])CS
E_LUMO   -4.6 eV
Charge   +1
Kohn-Sham gap   8.902 eV
2S+1   1

=====

4.
Formula: C2H7N4S
Source: the OMol25 dataset
Level of theory: ωB97M-V/def2-TZVPD

Structure (XYZ):
```
14
Properties=species:S:1:pos:R:3:forces:R:3
C -1.827397 -1.156284 -0.070304 -3.7361 -0.0973 0.7755
C -0.820140 0.971092 -0.089341 -1.7686 -1.9738 -0.0944
N -2.991456 -0.636177 0.044156 0.8729 -1.1744 -0.1795
N -0.702104 -0.328311 -0.035715 1.3965 1.9211 -0.4244
N 2.266594 0.898353 0.044006 0.9795 -1.2281 -1.4152
N 0.527936 -0.996537 0.018219 -4.0959 -1.5224 -0.5325
S -3.593970 0.761778 0.120178 1.7348 1.1978 -0.2020
H -1.926872 -2.230905 -0.083996 1.5503 -0.2908 -0.1113
H -0.011786 1.582680 -0.440467 0.0148 0.3640 0.3607
H 2.358128 1.207527 0.940229 -0.4677 1.7477 3.3070
H 3.244517 0.567721 -0.036073 -0.7500 0.4333 -1.4300
H 0.292812 -2.000863 -0.047705 1.4503 0.9250 0.3155
H 1.929252 1.648551 -0.552044 1.1580 -0.1051 -0.1308
H 1.254486 -0.288631 0.188851 1.6612 -0.1969 -0.2386
```
Positions in Å, forces in eV/Å.

Values from the calculation:
HOMO (spin up / spin down)   -0.50591 / -0.50324 hartree
E_LUMO (spin up / spin down)   -6.1 / -6.5 eV
Charge   +1
Kohn-Sham gap (spin up / spin down)   7.679 / 7.206 eV
2S+1   1

=====

5.
Formula: C2H7N4S
Source: the OMol25 dataset
Level of theory: ωB97M-V/def2-TZVPD

Structure (XYZ):
```
14
Properties=species:S:1:pos:R:3:forces:R:3
C 1.414765 0.269018 0.031954 -0.1312 -0.4781 -0.0894
C -3.373731 -0.046962 0.117301 0.3738 -1.4481 0.0756
N 1.984367 1.440500 0.195615 -0.0107 0.2365 -0.0069
N -3.603650 -1.201643 0.307506 -0.1359 0.5556 -0.0060
N -0.326253 -1.176442 -0.561850 0.0481 -0.9097 -0.1102
N 0.199498 0.095012 -0.400378 0.0310 0.6930 -0.0259
S -2.746505 1.343072 -0.204623 -0.1656 1.1959 -0.1492
H 1.964512 -0.630107 0.297320 0.0233 0.1220 -0.1065
H 2.928675 1.510267 0.542948 -0.0960 -0.0370 -0.0428
H 1.511114 2.294459 -0.062771 0.1061 0.0259 0.0867
H -1.126210 -1.166618 -1.183978 0.2072 0.1561 0.0011
H -4.386328 -1.769111 0.558386 -0.2805 -0.1753 0.0756
H -0.580666 -1.625282 0.312687 -0.1220 0.4142 0.0482
H -0.405478 0.889829 -0.640172 0.1524 -0.3509 0.2496
```
Positions in Å, forces in eV/Å.

Values from the calculation:
HOMO   -0.48939 hartree
E_LUMO   -3.3 eV
Charge   +1
Kohn-Sham gap   10.006 eV
2S+1   1

=====

6.
Formula: C2H7N4S
Source: the OMol25 dataset
Level of theory: ωB97M-V/def2-TZVPD

Structure (XYZ):
```
14
Properties=species:S:1:pos:R:3:forces:R:3
C 0.288713 -0.373626 1.300460 2.3837 2.0692 -0.1288
C 0.874491 1.181875 -0.101247 0.3847 3.6651 -0.5888
N 1.144895 0.574292 1.128507 -0.4367 -1.0434 0.1739
N -0.547885 -0.601412 0.228310 -1.2341 -4.8319 -0.8065
N 0.124770 -2.281826 -0.628941 -1.7294 1.3082 1.6180
N -0.332367 0.433187 -0.695504 -0.4913 2.4822 3.8205
S -1.764562 1.569326 -0.809687 0.4156 -0.1192 0.8985
H 0.287280 -0.828906 2.271939 -0.6259 -0.8922 -0.0879
H 0.565312 2.284215 0.173655 0.2758 -2.0530 -0.8455
H 1.644692 1.344739 -0.882184 0.0134 -0.7657 0.6966
H 0.213569 -3.002002 0.164426 0.0882 1.6391 -0.6398
H -0.826128 -2.565903 -0.959971 0.5852 0.4771 0.0054
H -0.247904 0.133077 -1.594397 0.8376 -1.6010 -3.2954
H -1.424875 2.132962 0.404634 -0.4667 -0.3345 -0.8201
```
Positions in Å, forces in eV/Å.

Values from the calculation:
HOMO (spin up / spin down)   -0.52568 / -0.52569 hartree
E_LUMO (spin up / spin down)   -5.9 / -5.9 eV
Charge   +1
Kohn-Sham gap (spin up / spin down)   8.389 / 8.411 eV
2S+1   1

=====

7.
Formula: C2H7N5
Source: the OMol25 dataset
Level of theory: ωB97M-V/def2-TZVPD

Structure (XYZ):
```
14
Properties=species:S:1:pos:R:3:forces:R:3
H 1.077529 2.306862 0.402041 -0.4403 0.0245 0.5668
N 0.565914 2.561876 1.268355 0.4201 -0.0797 -0.8980
C -0.339802 1.723135 1.538406 0.7407 0.2237 0.1537
N -0.640671 0.512490 0.936880 0.6284 0.1869 0.1669
N -0.224130 0.406988 -0.391576 0.3783 -0.4762 -0.9871
C 0.021306 -0.806178 -0.787930 -0.6726 2.2685 -0.4794
N 0.260161 -0.971662 -2.161948 0.9994 -1.2494 0.6778
N -0.099904 -1.883274 0.020231 0.3684 -0.1207 0.7344
H -0.909415 1.914232 2.425124 -0.5906 -0.1034 0.4894
H -1.595024 0.267687 1.088240 -0.7669 -0.3765 -0.0414
H 0.383784 -0.077315 -2.616215 -0.0142 0.0140 0.1016
H 1.055069 -1.616123 -2.355302 -0.9474 0.7729 0.1053
H 0.317436 -2.703901 -0.364943 0.1567 -0.6134 0.2355
H 0.127747 -1.634818 0.998639 -0.2599 -0.4713 -0.8254
```
Positions in Å, forces in eV/Å.

Values from the calculation:
HOMO   -0.30588 hartree
Structure (SMILES)   [H]/N=C\NN=C(N)N
E_LUMO   0.6 eV
Charge   0
Kohn-Sham gap   8.971 eV
2S+1   1

=====

8.
Formula: C2H7N5O
Source: the OMol25 dataset
Level of theory: ωB97M-V/def2-TZVPD

Structure (XYZ):
```
15
Properties=species:S:1:pos:R:3:forces:R:3
C -0.615033 -0.222651 -0.545627 0.6965 -2.9965 2.3284
C 2.374216 1.326465 -0.050008 -2.8724 4.7808 -3.0759
H 0.791540 0.029648 2.294709 -4.4289 -2.0878 -2.4814
H -1.265312 -0.684234 2.481397 3.7739 2.2038 -2.4105
H -1.705818 -1.481408 0.500985 3.5304 1.0106 1.0292
H 0.365268 1.476936 -1.330593 -1.2189 -1.5555 2.4607
H 3.236390 1.569019 0.528540 0.7486 -0.8728 0.1528
H 1.945501 2.233498 -0.832607 2.1219 -1.8226 1.5574
H -2.622336 -1.881434 -2.236540 3.8193 -0.3602 3.8749
N -0.456384 -0.182038 1.674832 -1.7771 -0.1298 8.1497
N -0.644104 -1.039184 0.609691 -2.0987 -0.5994 -1.7016
N 0.100734 0.950528 -0.368210 3.5769 1.3721 -3.3382
N 1.402021 0.618728 0.247535 -1.6872 -1.0902 0.4660
N -1.079601 -0.735580 -1.581710 -1.3829 0.3666 -3.7762
O -1.827081 -1.978293 -1.392394 -2.8013 1.7810 -3.2354
```
Positions in Å, forces in eV/Å.

Values from the calculation:
HOMO   -0.28657 hartree
E_LUMO   0.7 eV
Charge   0
Kohn-Sham gap   8.541 eV
2S+1   1

=====

9.
Formula: C2H7NO
Source: the OMol25 dataset
Level of theory: ωB97M-V/def2-TZVPD

Structure (XYZ):
```
11
Properties=species:S:1:pos:R:3:forces:R:3
C 2.551006 0.080958 1.249380 -0.6068 -1.3235 -2.5877
O 1.830532 -0.683223 0.625015 0.6034 1.0724 0.9280
H 2.948059 -0.230212 2.193548 0.2354 0.1651 1.0988
H 2.941831 0.982093 0.730929 -0.2104 0.0601 0.5560
C -1.040793 0.376678 -0.748305 -1.6882 1.4597 2.3863
N -2.137140 -0.596063 -0.301060 1.9998 -0.1950 -0.0853
H -1.612033 1.247879 -1.204132 0.9559 -1.2002 -0.0461
H -0.271337 -0.047130 -1.340797 0.5245 -0.2671 -0.8741
H -0.540818 0.900328 0.133815 -0.5561 -1.0822 -0.8232
H -2.806544 -0.409383 -1.011367 -1.0000 -0.6834 -0.3725
H -1.862764 -1.621928 -0.327022 -0.2573 1.9939 -0.1803
```
Positions in Å, forces in eV/Å.

Values from the calculation:
HOMO   -0.33624 hartree
Structure (SMILES)   C=O.CN
E_LUMO   0.7 eV
Charge   0
Kohn-Sham gap   9.805 eV
2S+1   1

=====

What relative energy (zero: lowest compared OMol25 entry of this formula, charge and spin) values result from the calculations? In sequence: 6.094, 5.613, 2.811, 5.469, 0.000, 5.142, 0.751, 9.378, 1.890 eV.